# CH12O4S2

A 5-piece molecular cluster, CH12O4S2 overall at a distorted geometry (the ωB97M-V functional and the def2-TZVPD basis, the OMol25 dataset).

Its LUMO energy (spin up / spin down) is -4.53 / -8.41 eV. The multiplicity is 2. The total charge is +1. The total energy is -31084.189 eV. The strongest force on any atom comes out at 1.72 eV/A. For the energy above the lowest of the compared OMol25 structures with the same formula, charge and spin, the calculation gives 6.3 kcal per mole.

```
19
Properties=species:S:1:pos:R:3:mulliken_spin:R:1
C -1.2187 1.8063 1.0948 0.00
S -1.3886 0.9626 -0.4631 0.57
S -2.9871 -0.1484 -0.0062 0.37
H -0.5445 2.6599 1.0013 0.00
H -2.1302 2.3062 1.4280 0.02
H -0.8303 1.1630 1.8814 0.02
H -2.4639 -1.3584 -0.3244 0.01
H 1.0536 0.4850 -3.2451 0.00
H 1.6751 0.3762 -1.8427 0.00
O 1.4413 -0.1406 -2.6243 0.00
H 1.6743 0.1814 0.7672 0.00
H 2.2522 1.6259 0.5981 0.00
O 1.9325 0.8483 0.1206 0.00
H 0.6153 -2.0801 2.4693 0.00
H 0.2943 -1.5631 1.1027 0.00
O 0.7568 -1.3011 1.9136 0.00
H -0.1673 -1.1795 -1.3951 0.00
H 0.1450 -2.6398 -1.5771 0.00
O -0.1098 -2.0038 -0.8989 0.00
```